{"formula": "C29H67N9O13S", "method": "the ωB97M-V functional and the def2-TZVPD basis", "smiles": "O=S1(=O)OCCO1.CNC(C)=O.CNC(C)=O.CNC(C)=O.CNC(C)=O.CNC(C)=O.CNC(C)=O.CNC(C)=O.CNC(C)=O.CNC(C)=O", "energy_ha": -3014.3708, "homo_lumo_gap_ev": 8.64, "de_lowest_kj_mol": 48.27, "molar_mass_g_mol": 781.972, "charge": 0, "species": ["C", "C", "O", "S", "O", "O", "O", "H", "H", "H", "H", "C", "C", "O", "N", "C", "H", "H", "H", "H", "H", "H", "H", "C", "C", "O", "N", "C", "H", "H", "H", "H", "H", "H", "H", "C", "C", "O", "N", "C", "H", "H", "H", "H", "H", "H", "H", "C", "C", "O", "N", "C", "H", "H", "H", "H", "H", "H", "H", "C", "C", "O", "N", "C", "H", "H", "H", "H", "H", "H", "H", "C", "C", "O", "N", "C", "H", "H", "H", "H", "H", "H", "H", "C", "C", "O", "N", "C", "H", "H", "H", "H", "H", "H", "H", "C", "C", "O", "N", "C", "H", "H", "H", "H", "H", "H", "H", "C", "C", "O", "N", "C", "H", "H", "H", "H", "H", "H", "H"], "xyz": [[-0.43790, 0.31790, -1.73513], [-0.41824, -0.00751, -0.22775], [-1.73979, 0.27781, 0.23688], [-2.59813, 1.28740, -0.75028], [-2.26828, 2.66022, -0.45343], [-3.98248, 0.95155, -0.76969], [-1.74617, 0.72938, -2.04877], [-0.08751, -0.55268, -2.28825], [0.23277, 1.15792, -1.91672], [0.24226, 0.74750, 0.20240], [-0.15254, -1.01440, 0.07856], [-1.33790, -3.91703, 3.31755], [-2.32864, -2.78860, 3.32277], [-2.73588, -2.23073, 4.33300], [-2.72509, -2.33237, 2.09608], [-3.69374, -1.32832, 1.79440], [-1.35309, -4.50545, 4.23064], [-0.34286, -3.45981, 3.30343], [-1.38930, -4.55507, 2.43645], [-2.36215, -2.92429, 1.35886], [-4.00171, -1.36895, 0.75357], [-3.34803, -0.30295, 1.95974], [-4.53074, -1.38918, 2.49647], [4.50991, 3.43968, -1.35463], [3.78322, 2.52329, -0.34969], [2.62736, 2.24292, -0.62059], [4.47093, 2.16112, 0.74227], [3.95932, 1.26561, 1.74942], [4.59413, 2.87854, -2.28128], [5.53866, 3.69697, -1.06930], [4.07793, 4.43815, -1.38744], [5.25213, 2.71519, 1.04402], [2.87178, 1.19956, 1.78605], [4.28131, 1.54116, 2.75315], [4.23700, 0.21300, 1.65960], [-2.30436, -3.61917, -1.94902], [-0.96594, -3.78022, -1.29620], [-0.89550, -3.68529, -0.07185], [0.06504, -4.20054, -2.03980], [1.36185, -4.47717, -1.48036], [-3.03618, -2.93424, -1.52910], [-2.77583, -4.60309, -1.96511], [-2.20583, -3.30206, -2.99381], [-0.04202, -4.42680, -3.01349], [1.58605, -3.63509, -0.81825], [2.20531, -4.57525, -2.15525], [1.34640, -5.31386, -0.77564], [0.60086, 5.91426, -3.61797], [-0.61817, 5.01360, -3.47198], [-1.54392, 5.13691, -4.26157], [-0.65436, 4.17094, -2.42289], [0.22390, 4.22358, -1.23252], [1.52333, 5.34511, -3.75625], [0.78619, 6.49475, -2.70768], [0.46436, 6.64833, -4.40450], [-1.48773, 3.63550, -2.24249], [1.25238, 4.07523, -1.55105], [-0.04415, 3.41649, -0.56347], [0.02855, 5.20491, -0.79837], [0.28138, -0.42487, 3.30366], [0.75091, -0.65200, 4.74432], [1.66229, -1.41762, 5.01766], [0.02241, 0.01777, 5.65451], [0.36834, -0.00862, 7.07678], [0.97057, -0.61755, 2.48284], [-0.22013, 0.53366, 3.17264], [-0.51041, -1.14397, 3.04745], [-0.74634, 0.58670, 5.32899], [1.44176, 0.01177, 7.23837], [-0.01311, -0.99341, 7.36880], [-0.17179, 0.73113, 7.65719], [-6.45230, -1.34526, -1.32066], [-6.54010, -2.83741, -1.36509], [-7.28967, -3.50358, -0.67804], [-5.72930, -3.38423, -2.31601], [-5.60822, -4.82252, -2.43899], [-5.56486, -0.84845, -1.70867], [-6.58639, -1.01119, -0.28836], [-7.28482, -0.81934, -1.79905], [-5.42179, -2.79090, -3.06616], [-4.67129, -5.15927, -2.87715], [-6.42039, -5.25982, -3.02295], [-5.64376, -5.15653, -1.40266], [6.37269, -0.28051, -1.62357], [5.66534, -1.22831, -0.72038], [6.30867, -1.82020, 0.14906], [4.33859, -1.47045, -0.84719], [3.62803, -2.05286, 0.26997], [5.90441, -0.19696, -2.60943], [7.40531, -0.61159, -1.63085], [6.25350, 0.73733, -1.24222], [3.77651, -1.10429, -1.61510], [2.59504, -1.71064, 0.34047], [4.07748, -1.79567, 1.22716], [3.65801, -3.14329, 0.23020], [-1.61520, 3.28440, 2.50196], [-2.12623, 3.20670, 3.94658], [-1.92213, 2.18928, 4.60301], [-2.86308, 4.22514, 4.40006], [-3.70713, 4.14108, 5.58002], [-0.89059, 4.06482, 2.29247], [-2.56110, 3.43457, 1.97491], [-1.30097, 2.27107, 2.27967], [-3.05161, 5.03174, 3.83333], [-4.19849, 5.10372, 5.68243], [-3.13404, 3.81235, 6.44846], [-4.47449, 3.36067, 5.54660], [4.41005, -1.86783, -4.72001], [3.35841, -0.91492, -4.20230], [2.77255, -1.13300, -3.14345], [3.10105, 0.23877, -4.87008], [2.13540, 1.25493, -4.39322], [5.21099, -1.30104, -5.20724], [3.93597, -2.49891, -5.46965], [4.94894, -2.39872, -3.94074], [3.75772, 0.70788, -5.47310], [2.40784, 2.25325, -4.70339], [2.08578, 1.13570, -3.30641], [1.14503, 0.89695, -4.68121]], "mulliken_charge": [0.738, 0.136, 0.125, 1.010, -0.669, -0.562, -0.494, 0.207, -0.601, -0.126, 0.237, -0.878, 0.665, -0.679, 0.235, -0.673, 0.383, 0.161, 0.281, -0.026, 0.209, -0.089, 0.442, -1.246, 0.486, -0.399, -0.032, -0.653, 0.174, 0.408, 0.394, 0.285, 0.007, 0.453, 0.082, -1.093, 0.523, -0.595, -0.184, -0.489, 0.087, 0.351, 0.528, 0.261, -0.166, 0.362, 0.322, -1.004, 0.691, -0.681, 0.196, -0.746, 0.193, 0.290, 0.328, 0.095, 0.246, 0.011, 0.406, 1.117, 0.439, -0.719, 0.080, -0.984, -0.127, -0.372, -0.552, 0.200, 0.297, 0.312, 0.339, -0.949, 0.695, -0.632, -0.150, -0.875, 0.124, 0.285, 0.402, 0.245, 0.275, 0.314, 0.327, -0.793, 0.837, -0.690, 0.378, -1.023, 0.126, 0.353, 0.049, 0.032, -0.001, 0.490, 0.403, -0.377, 0.387, -0.664, -0.200, -0.839, 0.464, 0.342, -0.365, 0.273, 0.336, 0.259, 0.269, -1.333, 0.604, -0.602, -0.175, -0.374, 0.440, 0.368, 0.281, 0.301, 0.393, -0.287, 0.321]}

{"formula": "C29H70NO8P3", "method": "the ωB97M-V functional and the def2-TZVPD basis", "smiles": "CCOP(=O)(CCCP(CCCCNC(C)=O)#P(CC)CC)OCC.CC(C)O.CC(C)O.CC(C)O.CC(C)O", "energy_ha": -2827.7389, "homo_lumo_gap_ev": 8.16, "molar_mass_g_mol": 653.800, "charge": 0, "species": ["C", "C", "O", "P", "O", "C", "C", "C", "P", "C", "C", "C", "C", "N", "C", "C", "O", "P", "C", "C", "C", "C", "O", "C", "C", "H", "H", "H", "H", "H", "H", "H", "H", "H", "H", "H", "H", "H", "H", "H", "H", "H", "H", "H", "H", "H", "H", "H", "H", "H", "H", "H", "H", "H", "H", "H", "H", "H", "H", "H", "H", "H", "H", "C", "C", "C", "O", "H", "H", "H", "H", "H", "H", "H", "H", "C", "C", "C", "O", "H", "H", "H", "H", "H", "H", "H", "H", "C", "C", "C", "O", "H", "H", "H", "H", "H", "H", "H", "H", "C", "C", "C", "O", "H", "H", "H", "H", "H", "H", "H", "H"], "xyz": [[4.16287, -2.73747, 1.28016], [2.97171, -3.55449, 0.78238], [2.38673, -3.09557, -0.44834], [1.77074, -1.60277, -0.38952], [1.34718, -1.31094, 0.97821], [0.38989, -1.68074, -1.55776], [-0.75957, -0.73737, -1.16615], [-0.48473, 0.66384, -1.76269], [-1.25814, 2.05517, -0.79341], [-0.61984, 1.79640, 0.95754], [-1.70158, 1.69470, 2.03645], [-1.14249, 1.71119, 3.47616], [-0.14259, 2.84211, 3.76433], [1.26051, 2.52087, 3.50062], [1.78021, 1.48364, 4.26914], [2.43871, 0.33398, 3.51219], [1.76051, 1.48281, 5.44829], [-3.41058, 1.90231, -0.72396], [-4.16382, 2.47155, -2.31656], [-5.61905, 2.94845, -2.01029], [-4.03717, 0.20254, -0.25116], [-4.91711, -0.47078, -1.33380], [2.91962, -0.65221, -0.97684], [2.95497, 0.69330, -0.43819], [4.32163, 0.93820, 0.20043], [4.64381, -2.28637, 0.40642], [3.81309, -1.91740, 1.90356], [4.83347, -3.36548, 1.85514], [2.23093, -3.71034, 1.56074], [3.35506, -4.55054, 0.56175], [0.71141, -1.56525, -2.58949], [0.01933, -2.70591, -1.49500], [-0.92523, -0.74420, -0.09342], [-1.65719, -1.12087, -1.64829], [-0.79382, 0.70809, -2.80140], [0.59618, 0.82504, -1.74182], [0.02286, 2.65564, 1.12274], [-0.02941, 0.87742, 0.98574], [-2.41441, 2.50916, 1.94994], [-2.20427, 0.73765, 1.90145], [-1.99800, 1.87242, 4.13462], [-0.76344, 0.72186, 3.73668], [-0.27848, 3.17781, 4.78552], [-0.42488, 3.68841, 3.13659], [1.42578, 2.29312, 2.52984], [1.95225, -0.59785, 3.77138], [2.38946, 0.52529, 2.44327], [3.50341, 0.33556, 3.76935], [-4.25010, 1.67529, -3.05397], [-3.59564, 3.30021, -2.71921], [-6.31494, 2.12494, -2.12931], [-5.87534, 3.79821, -2.63270], [-5.63724, 3.24872, -0.96341], [-3.25667, -0.47938, 0.07084], [-4.69119, 0.35125, 0.60758], [-4.41459, -0.39745, -2.29591], [-5.03652, -1.53141, -1.12259], [-5.88080, 0.02181, -1.36327], [2.88431, 1.35975, -1.29798], [2.11197, 0.93732, 0.20438], [4.33060, 1.74173, 0.93321], [5.00350, 1.22799, -0.59747], [4.73443, 0.02122, 0.59826], [-3.94749, -5.68205, -2.59199], [-3.84845, -4.20082, -2.92217], [-4.02710, -3.95229, -4.41195], [-2.58262, -3.69485, -2.49667], [-3.16324, -6.24443, -3.10642], [-3.81087, -5.84525, -1.52230], [-4.91603, -6.08939, -2.88605], [-4.60788, -3.64996, -2.36571], [-3.24530, -4.46049, -4.98341], [-3.94704, -2.88721, -4.63421], [-4.99794, -4.30890, -4.75943], [-1.89296, -4.16954, -2.97613], [7.79001, -3.60820, -1.37031], [7.35278, -2.16802, -1.59096], [8.50382, -1.31285, -2.09843], [6.84836, -1.62504, -0.37125], [8.58287, -3.65900, -0.61852], [6.95706, -4.20777, -1.00024], [8.15900, -4.05644, -2.29424], [6.53122, -2.14015, -2.30825], [9.31884, -1.29248, -1.36939], [8.17823, -0.28227, -2.24536], [8.89367, -1.69369, -3.04381], [7.56255, -1.64222, 0.27743], [6.39554, 0.08164, 4.78154], [7.00401, 1.40855, 4.35558], [7.48207, 2.20987, 5.55685], [6.04059, 2.16791, 3.62374], [5.52467, 0.24489, 5.42292], [6.05039, -0.47692, 3.90924], [7.11665, -0.53113, 5.32540], [7.84129, 1.22803, 3.67951], [6.64604, 2.43943, 6.22301], [7.90854, 3.16121, 5.23625], [8.23708, 1.66224, 6.12358], [5.29207, 2.33805, 4.20937], [-10.40194, 2.15738, -2.64808], [-9.62072, 3.43177, -2.36508], [-10.54616, 4.63370, -2.25202], [-8.66538, 3.65289, -3.40169], [-10.93927, 2.23794, -3.59721], [-9.72583, 1.30544, -2.73295], [-11.12468, 1.95144, -1.85689], [-9.05507, 3.31669, -1.43916], [-11.08805, 4.79163, -3.18878], [-9.97251, 5.54022, -2.05568], [-11.27308, 4.50021, -1.44922], [-9.14605, 3.75802, -4.23148]], "mulliken_charge": [-0.223, -0.487, -0.398, 1.069, -0.643, -1.156, 0.047, -0.656, -0.670, -0.035, -0.830, -0.714, -1.266, -0.257, 0.380, 0.847, -0.606, -0.055, -0.563, -1.125, -0.365, -1.611, -0.461, 0.748, -1.231, -0.014, -0.141, 0.463, 0.253, 0.390, 0.519, 0.170, 0.288, 0.123, 0.522, 0.285, 0.813, -0.070, 0.504, 0.040, 0.429, 0.454, 0.460, 0.420, 0.335, 0.302, -0.668, -0.311, 0.378, 0.563, 0.178, 0.388, 0.392, 0.394, 0.541, 0.358, 0.361, 0.408, 0.475, -0.627, 0.352, 0.464, -0.014, -1.434, 0.601, -1.306, -0.341, 0.360, 0.345, 0.391, 0.076, 0.343, 0.313, 0.399, 0.279, -1.303, 0.479, -1.386, -0.361, 0.331, 0.301, 0.392, 0.253, 0.352, 0.324, 0.389, 0.253, -1.062, 0.453, -1.356, -0.517, 0.305, 0.098, 0.434, 0.272, 0.341, 0.325, 0.386, 0.342, -1.287, 0.543, -1.407, -0.520, 0.335, 0.309, 0.374, 0.278, 0.350, 0.340, 0.373, 0.323]}